one | This record from OMol25 describes the molecule CH4Cl2P2. The level of theory is ωB97M-V/def2-TZVPD.

Calculated values
Multiplicity   1
Highest occupied orbital energy   -0.281 hartree
Orbital gap   0.293 Eh

Each line ends with the Löwdin charge.
Cartesian coordinates (Å):
1 C 2.640 0.166 -0.969  -1.322
2 P -0.851 -0.809 -0.357  0.542
3 P 0.808 0.475 -0.331  0.435
4 Cl 2.663 -0.284 -2.732  0.334
5 Cl 2.765 -1.200 0.055  0.380
6 H -0.717 -1.173 -1.713  -0.130
7 H -0.081 -1.841 0.215  -0.158
8 H 0.910 0.948 0.986  -0.023
9 H 0.354 1.574 -1.008  -0.059

two | This record from OMol25 describes the molecule CH4Cl2P2. The level of theory is ωB97M-V/def2-TZVPD.

Calculated values
Multiplicity   1
Structure (SMILES)   PC(Cl)=[PH2]Cl
Highest occupied orbital energy (alpha / beta)   -0.323 / -0.323 hartree
Orbital gap (alpha / beta)   0.259 / 0.259 Eh

Each line ends with the Löwdin charge.
Cartesian coordinates (Å):
1 P -1.002 -0.138 1.461  0.681
2 C -0.312 -0.877 -0.046  -1.189
3 Cl -0.517 -2.578 0.113  0.488
4 P 1.524 -0.479 -0.267  0.569
5 Cl 3.803 -0.357 0.300  -0.109
6 H -0.774 1.132 1.245  -0.167
7 H -2.287 0.155 0.955  -0.093
8 H 1.854 -1.393 -1.085  -0.132
9 H 1.514 0.727 -0.930  -0.049

Least stable of them? one.

one | This record from OMol25 describes a cluster of 4 separate species, C3H13O3S in total. The level of theory is ωB97M-V/def2-TZVPD.

Calculated values
Multiplicity   1
Charge   -1
Highest occupied orbital energy   -0.114 hartree
Orbital gap   0.245 Eh

Each line ends with the Löwdin charge.
Cartesian coordinates (Å):
1 C -1.845 0.033 -0.769  -0.151
2 C -1.207 1.352 -1.133  -0.391
3 C 0.155 1.594 -0.507  -0.683
4 S 0.070 1.665 1.381  0.215
5 H -1.087 -0.762 -0.854  0.056
6 H -2.637 -0.275 -1.466  0.059
7 H -2.201 0.023 0.257  0.044
8 H -1.047 1.451 -2.221  0.089
9 H -1.786 2.254 -0.943  0.085
10 H 0.507 2.552 -0.859  0.026
11 H 0.862 0.780 -0.601  0.002
12 H 0.927 -3.194 -1.141  -0.006
13 H 0.508 -2.949 -2.591  0.023
14 O 0.651 -3.645 -1.947  -0.075
15 H 1.586 1.497 3.282  -0.098
16 H 0.795 0.657 4.237  0.013
17 O 1.714 0.932 4.065  -0.161
18 H 2.110 -1.121 0.644  0.041
19 H 0.576 -1.174 0.736  -0.002
20 O 1.349 -1.669 0.428  -0.084

two | This record from OMol25 describes a cluster of 4 separate species, C3H13O3S in total. The level of theory is ωB97M-V/def2-TZVPD.

Calculated values
Multiplicity   1
Charge   -1
Highest occupied orbital energy   -0.130 hartree
Orbital gap   0.264 Eh

Each line ends with the Löwdin charge.
Cartesian coordinates (Å):
1 C 1.049 -1.209 1.042  -0.182
2 C -0.100 -1.087 1.929  -0.392
3 C -1.276 -0.407 1.244  -0.710
4 S -1.059 1.348 0.752  0.363
5 H 0.859 -1.945 0.176  0.091
6 H 1.851 -1.715 1.470  0.037
7 H 1.216 -0.351 0.391  0.054
8 H -0.634 -2.007 2.328  0.103
9 H 0.344 -0.452 2.964  0.160
10 H -2.177 -0.411 1.722  -0.016
11 H -1.505 -1.104 0.384  0.057
12 H -0.479 -0.246 -2.438  0.004
13 H -0.676 -1.366 -1.369  0.018
14 O -0.310 -1.224 -2.302  -0.142
15 H 0.879 1.913 -0.164  -0.114
16 H 1.695 3.011 -0.820  0.043
17 O 1.567 2.042 -0.846  -0.150
18 H 0.296 1.948 -2.445  0.007
19 H -0.920 1.632 -1.523  -0.062
20 O -0.620 1.630 -2.496  -0.170

Least stable of them? two.

one | This record from OMol25 describes a structure of composition CH4IN3O2. The level of theory is ωB97M-V/def2-TZVPD.

Calculated values
Multiplicity   1
Highest occupied orbital energy   -0.338 hartree
Orbital gap   0.310 Eh

Each line ends with the Löwdin charge.
Cartesian coordinates (Å):
1 C -0.587 -1.031 -0.412  -0.793
2 N 0.243 1.561 2.704  -0.356
3 N 0.955 -0.431 -2.197  0.013
4 N -1.292 -0.302 0.469  -0.359
5 O -0.876 -2.062 -0.996  0.055
6 O 0.373 -0.236 -0.995  -0.371
7 I -0.482 1.450 0.801  1.638
8 H 0.940 0.864 2.664  -0.036
9 H -0.442 1.298 3.352  -0.031
10 H 0.394 0.290 -2.867  0.152
11 H 0.773 -1.400 -2.522  0.089

two | This record from OMol25 describes a cluster of 2 separate species, CH4IN3O2 in total. The level of theory is ωB97M-V/def2-TZVPD.

Calculated values
Multiplicity   1
Highest occupied orbital energy (alpha / beta)   -0.387 / -0.322 hartree
Orbital gap (alpha / beta)   0.348 / 0.186 Eh

Each line ends with the Löwdin charge.
Cartesian coordinates (Å):
1 C 0.324 -0.165 -0.460  -0.613
2 N -1.492 0.475 0.679  -0.005
3 N 2.034 -1.100 -1.660  0.082
4 N -0.982 0.184 -0.466  0.071
5 O 0.987 -0.335 0.527  0.090
6 O 0.738 -0.513 -1.697  -0.039
7 I -2.454 2.628 2.931  0.156
8 H -1.121 0.657 1.602  -0.014
9 H -2.598 0.514 0.785  0.125
10 H 1.930 -1.882 -1.073  0.067
11 H 2.633 -0.463 -1.169  0.080

Least stable of them? one.

one | This record from OMol25 describes the molecule CH3NO2S. The level of theory is ωB97M-V/def2-TZVPD.

Calculated values
Multiplicity   1
Structure (SMILES)   CSON=O
Highest occupied orbital energy   -0.307 hartree
Orbital gap   0.278 Eh

Each line ends with the Löwdin charge.
Cartesian coordinates (Å):
1 C -1.335 -0.088 -0.047  -0.384
2 S -0.048 -1.412 -0.146  0.744
3 O 1.256 -0.648 0.497  -0.635
4 N 1.741 0.697 -0.398  0.059
5 O 2.705 1.124 0.042  0.108
6 H -0.889 0.276 0.959  0.046
7 H -2.364 -0.532 -0.025  0.047
8 H -1.065 0.583 -0.882  0.014

two | This record from OMol25 describes a cluster of 2 separate species, CH3NO2S in total. The level of theory is ωB97M-V/def2-TZVPD.

Calculated values
Multiplicity   1
Highest occupied orbital energy (alpha / beta)   -0.360 / -0.354 hartree
Orbital gap (alpha / beta)   0.310 / 0.324 Eh

Each line ends with the Löwdin charge.
Cartesian coordinates (Å):
1 C -0.052 -0.365 -0.063  -0.321
2 N -0.920 -1.274 -0.558  0.043
3 O -4.132 -0.655 0.813  -0.417
4 O -2.958 1.286 0.039  -0.457
5 S -3.596 0.031 -0.287  0.823
6 H 0.607 -0.394 -0.967  0.090
7 H 0.593 -0.705 0.932  0.140
8 H -0.518 0.731 -0.181  0.101

three | This record from OMol25 describes the molecule CH3NO2S. The level of theory is ωB97M-V/def2-TZVPD.

Calculated values
Multiplicity   1
Structure (SMILES)   NC=S(=O)=O
Highest occupied orbital energy   -0.368 hartree
Orbital gap   0.328 Eh

Each line ends with the Löwdin charge.
Cartesian coordinates (Å):
1 N -1.238 -0.666 -0.183  -0.009
2 C -0.185 0.625 0.180  -0.215
3 S 1.306 -0.034 -0.053  0.756
4 O 2.438 0.857 -0.012  -0.323
5 O 1.544 -1.371 0.340  -0.288
6 H -1.895 -0.095 -0.674  0.025
7 H -1.494 -0.769 0.773  0.026
8 H -0.477 1.453 -0.372  0.030

four | This record from OMol25 describes a cluster of 2 separate species, CH3NO2S in total. The level of theory is ωB97M-V/def2-TZVPD.

Calculated values
Multiplicity   1
Highest occupied orbital energy   -0.300 hartree
Orbital gap   0.302 Eh

Each line ends with the Löwdin charge.
Cartesian coordinates (Å):
1 C -1.756 -0.331 -0.055  -0.433
2 N -2.603 -1.147 -0.074  0.199
3 O -0.848 0.323 -0.295  0.162
4 O 2.121 0.945 -0.209  -0.366
5 S 2.892 -0.751 -0.080  0.292
6 H -3.611 -1.061 0.174  0.121
7 H 2.580 1.113 0.662  0.057
8 H 1.226 0.909 -0.123  -0.032

Least stable of them? two.